Record 1
Formula: C11H24BN2O5P
Source: OMol25
Level of theory: ωB97M-V with the def2-TZVPD basis set

Its net charge is 0. For the LUMO energy, the calculation gives 0.006 Eh.

Each line ends with the Löwdin charge.
Positions of all 44 atoms, in Å:
C: 4.413 -1.995 -0.565  -0.01
C: 3.218 -1.714 -0.029  -0.22
C: 2.069 -1.107 -0.798  -0.21
C: 1.266 -0.125 0.069  -0.44
O: 0.189 0.327 -0.743  -0.08
C: -1.137 0.165 -0.281  -0.44
C: -1.458 1.118 0.892  -0.18
N: -0.676 2.350 0.830  0.04
C: -2.006 0.492 -1.524  0.02
B: -2.336 2.011 -1.779  -0.65
O: -3.327 2.667 -1.059  0.14
O: -1.612 2.670 -2.741  0.18
N: -1.389 -1.191 0.236  -0.08
C: -2.683 -1.394 0.879  -0.04
C: -1.010 -2.311 -0.578  -0.47
C: -0.238 -3.398 0.148  0.01
O: -1.327 -2.438 -1.733  0.13
P: 2.499 1.231 0.580  0.95
C: 2.026 1.564 2.334  -0.28
O: 2.012 2.562 -0.285  -0.33
H: 5.351 -1.710 -0.102  0.05
H: 4.490 -2.478 -1.537  0.06
H: 3.063 -1.938 1.027  0.10
H: 2.493 -0.521 -1.614  0.12
H: 1.390 -1.818 -1.275  0.09
H: 0.924 -0.592 0.997  0.11
H: -1.222 0.611 1.834  0.11
H: -2.534 1.308 0.915  0.11
H: -1.247 3.127 1.144  0.08
H: -0.389 2.566 -0.121  0.06
H: -1.435 0.139 -2.383  0.12
H: -2.927 -0.094 -1.508  0.12
H: -3.107 3.586 -0.884  0.10
H: -1.784 3.617 -2.778  0.10
H: -2.941 -2.453 0.850  0.10
H: -2.665 -1.104 1.930  0.09
H: -3.492 -0.847 0.386  0.09
H: 0.688 -3.616 -0.378  0.08
H: -0.064 -3.156 1.193  0.08
H: -0.838 -4.309 0.093  0.09
H: 2.929 1.571 2.942  0.02
H: 1.489 2.506 2.440  0.02
H: 1.359 0.782 2.698  0.03
H: 1.980 3.340 0.281  0.04

---

Record 2
Formula: C11H24BNO6S
Source: OMol25
Level of theory: ωB97M-V with the def2-TZVPD basis set

Its net charge is 0. For the LUMO energy, the calculation gives -0.027 Eh.

Each line ends with the Löwdin charge.
Positions of all 44 atoms, in Å:
H: -2.453 -3.572 -2.287  0.04
N: -2.940 -4.203 -1.585  0.06
C: -3.599 -3.398 -0.650  -0.29
C: -4.432 -4.076 0.608  -0.07
C: -3.492 -1.771 -0.818  -0.06
C: -3.836 -0.906 0.532  -0.26
O: -4.974 -0.037 0.107  -0.22
S: -4.142 1.471 -0.064  0.92
O: -4.467 1.795 -1.571  -0.32
O: -4.858 2.469 0.897  -0.31
O: -2.478 1.151 0.327  -0.21
C: -2.603 -0.026 1.201  -0.19
B: -1.270 -0.890 1.630  -0.35
O: 0.119 -0.642 1.176  0.08
O: -1.480 -2.015 2.604  0.05
H: -5.426 -3.425 0.713  0.09
H: -3.827 -3.874 1.613  0.08
H: -4.638 -5.219 0.465  0.09
H: -4.302 -1.461 -1.631  0.15
H: -2.428 -1.479 -1.248  0.14
H: -4.292 -1.429 1.474  0.16
H: -3.030 0.385 2.209  0.17
H: 0.052 0.195 0.621  0.10
H: -2.337 -1.832 3.122  0.12
C: 5.398 0.712 1.180  -0.11
C: 5.385 1.659 -0.010  -0.27
C: 4.215 2.647 0.022  -0.23
C: 2.823 2.006 -0.041  -0.23
C: 2.570 1.125 -1.267  -0.27
C: 2.649 1.891 -2.579  -0.11
H: 4.502 0.085 1.207  0.07
H: 6.266 0.047 1.123  0.07
H: 5.458 1.269 2.120  0.08
H: 5.379 1.084 -0.942  0.10
H: 6.321 2.231 -0.010  0.11
H: 4.330 3.356 -0.805  0.10
H: 4.279 3.245 0.940  0.11
H: 2.073 2.806 -0.017  0.11
H: 2.653 1.409 0.861  0.10
H: 1.569 0.684 -1.179  0.09
H: 3.273 0.286 -1.289  0.10
H: 1.915 2.704 -2.599  0.08
H: 2.435 1.222 -3.418  0.07
H: 3.641 2.317 -2.740  0.07

---

Record 3
Formula: C11H24Be2Cl2F5LiNNbO3
Source: OMol25
Level of theory: ωB97M-V with the def2-TZVPD basis set

Its net charge is 0. For the LUMO energy, the calculation gives -0.140 Eh.

Each line ends with the Löwdin charge.
Positions of all 50 atoms, in Å:
C: 2.278 2.773 2.152  -0.16
C: 3.709 2.732 1.468  -0.24
C: 3.735 2.138 -0.016  -0.33
C: 2.943 2.988 -1.104  -0.42
N: 1.481 3.054 -0.895  -0.27
Nb: 0.478 1.187 -1.180  1.37
C: -0.762 -0.729 -1.311  -0.42
C: -1.512 2.333 -0.972  -0.37
C: -2.137 2.218 0.457  -0.35
O: -2.778 1.189 0.806  -0.12
H: 1.790 1.757 2.219  0.03
H: 1.571 3.528 1.668  0.06
H: 2.404 3.145 3.229  0.07
H: 4.214 3.742 1.483  0.11
H: 4.341 2.016 2.099  0.10
H: 4.833 2.167 -0.338  0.07
H: 3.458 0.998 -0.021  -0.02
H: 3.200 2.673 -2.163  0.09
H: 3.374 4.124 -1.011  -0.02
H: 1.121 3.707 -1.608  -0.03
H: 0.350 1.460 -2.987  -0.14
H: 2.020 0.276 -1.500  -0.12
H: 0.594 0.899 0.627  -0.10
H: -1.862 -0.514 -1.061  -0.03
H: -0.397 -1.516 -0.576  -0.02
H: -0.757 -1.129 -2.382  -0.02
H: -1.385 3.433 -1.243  0.04
H: -2.216 1.862 -1.732  0.04
H: -2.038 3.103 1.178  0.11
C: -3.510 -2.334 1.105  -0.04
C: -3.078 -3.196 -0.067  -0.19
O: -2.451 -4.409 0.399  0.08
C: -3.270 -5.404 0.752  -0.37
O: -4.502 -5.344 0.709  -0.19
C: -2.468 -6.630 1.175  -0.54
F: -1.445 -6.315 1.977  0.19
F: -1.951 -7.265 0.114  0.19
F: -3.216 -7.522 1.836  0.17
H: -2.665 -2.139 1.768  0.12
H: -3.912 -1.380 0.756  0.10
H: -4.276 -2.835 1.704  -0.02
H: -2.333 -2.659 -0.660  0.10
H: -3.915 -3.421 -0.735  0.07
Be: -5.319 -4.872 2.637  0.51
Cl: 2.670 5.541 -1.900  0.19
F: 3.872 4.203 -3.404  -0.70
Li: -5.221 -4.104 -0.396  0.70
Be: 2.466 5.690 -4.393  0.69
Cl: 5.227 -0.107 0.140  0.48
F: 7.244 -1.111 1.194  -0.46

---

Record 4
Formula: C11H24BrF9N2O13S3V
Source: OMol25
Level of theory: ωB97M-V with the def2-TZVPD basis set

Its net charge is -1. As for the energy above the lowest of the compared OMol25 structures with the same formula, charge and spin: 0.0 kcal per mole. For the LUMO energy, the calculation gives 0.055 Eh.

Each line ends with the Löwdin charge.
Positions of all 64 atoms, in Å:
O: -10.410 20.201 2.465  -0.38
V: -11.748 21.050 2.271  0.63
O: -12.830 20.115 1.655  -0.41
C: -16.542 19.699 -2.536  -0.05
C: -16.212 20.117 -1.127  -0.32
C: -16.614 19.077 -0.130  -0.25
O: -16.413 19.534 1.153  -0.14
C: -16.732 18.540 2.093  -0.09
N: -14.763 20.487 -1.006  0.24
H: -14.190 19.684 -0.728  0.16
H: -14.406 20.849 -1.888  0.16
H: -14.696 21.186 -0.237  0.10
H: -16.063 18.788 -2.907  0.09
H: -16.317 20.477 -3.266  0.09
H: -17.607 19.469 -2.595  0.09
H: -16.724 21.053 -0.907  0.17
H: -16.036 18.145 -0.282  0.14
H: -17.635 18.741 -0.365  0.14
H: -17.818 18.383 2.172  0.10
H: -16.459 18.881 3.088  0.08
H: -16.216 17.600 1.879  0.09
C: -9.714 16.967 2.420  -0.04
C: -8.669 17.036 3.491  -0.29
C: -8.251 18.428 3.821  -0.24
O: -7.217 18.457 4.766  -0.18
C: -6.841 19.810 5.006  -0.07
N: -9.338 16.497 4.766  0.20
H: -9.898 17.247 5.250  0.11
H: -9.999 15.737 4.608  0.16
H: -8.627 16.168 5.420  0.16
H: -10.637 17.483 2.698  0.09
H: -10.016 15.944 2.188  0.09
H: -9.342 17.517 1.559  0.10
H: -7.850 16.325 3.370  0.15
H: -9.137 18.974 4.179  0.12
H: -7.981 19.000 2.924  0.14
H: -7.733 20.426 5.003  0.08
H: -6.113 20.113 4.253  0.10
H: -6.396 19.873 5.997  0.09
C: -15.858 23.402 3.068  -0.67
F: -15.689 24.254 4.071  0.15
F: -16.048 22.189 3.619  0.11
F: -16.924 23.698 2.350  0.14
S: -14.308 23.357 2.028  0.49
O: -13.426 22.468 2.778  -0.38
O: -14.732 22.769 0.760  -0.37
O: -13.836 24.701 1.921  -0.26
C: -9.312 23.275 5.571  -0.68
F: -9.798 22.131 6.035  0.13
F: -9.289 24.138 6.583  0.12
F: -8.049 23.115 5.166  0.11
S: -10.329 23.965 4.169  0.48
O: -9.495 24.944 3.515  -0.30
O: -10.592 22.784 3.347  -0.40
O: -11.467 24.534 4.842  -0.30
C: -13.886 18.302 4.697  -0.64
F: -14.177 17.212 5.427  0.12
F: -13.677 17.950 3.424  0.11
F: -14.942 19.131 4.722  0.12
S: -12.409 19.200 5.376  0.52
O: -12.829 19.661 6.665  -0.26
O: -11.355 18.183 5.464  -0.34
O: -12.192 20.230 4.387  -0.32
Br: -11.308 22.252 -0.138  -0.07

---

no.,total energy (a.u.)
1,-1285.4665
2,-1362.6409
3,-2226.8974
4,-7132.7099